8
Properties=species:S:1:pos:R:3:forces:R:3:lowdin_charge:R:1 method="wB97M-V/def2-TZVPD" gap_ev="8.771 / 8.770" mol_weight_g_mol=96.04 relative_energy_kcal_mol=8.8 charge=0 e_lumo_ev="-1.7174 / -1.7179"
C -1.1748 -0.8128 -1.9215 -1.977 0.925 -0.717 -0.835
N 0.1436 -0.1967 -1.4773 -1.927 -0.155 1.077 0.238
N 0.0949 -0.0334 -0.2460 2.433 1.553 -1.399 0.169
O -1.9569 0.1343 -2.2007 1.865 -1.125 0.699 0.045
F -0.7988 -1.6593 -2.8843 0.115 -0.785 -0.665 0.099
F -1.6130 -1.6714 -0.8575 0.397 0.227 -0.147 -0.008
H -0.5484 -0.4261 0.4041 -1.161 -0.723 0.263 0.144
H 0.7750 0.6495 0.0430 0.255 0.082 0.889 0.148


8
Properties=species:S:1:pos:R:3:forces:R:3:lowdin_charge:R:1 method="wB97M-V/def2-TZVPD" gap_ev=9.330 mol_weight_g_mol=96.04 relative_energy_kcal_mol=77.3 smiles="O=C=NNF.F" charge=0 e_lumo_ev=-1.3924
O -1.5351 -0.1763 -1.2366 0.435 0.680 -0.425 0.105
C -1.0182 -0.3500 -0.1976 1.139 -2.447 5.541 -0.392
N -0.6504 -0.6936 0.9397 -0.355 0.763 -1.015 0.110
N -0.0360 -1.2282 2.5072 -1.772 -0.137 -3.840 0.110
F 1.1166 -0.5689 2.6940 -0.812 0.557 0.400 -0.039
H -0.8426 -0.8515 3.0855 1.428 0.711 -0.695 0.131
F -0.6714 2.4478 -3.3483 -0.395 -1.505 2.140 -0.128
H -0.8297 1.8749 -2.5685 0.332 1.378 -2.106 0.103


9
Properties=species:S:1:pos:R:3:forces:R:3:lowdin_charge:R:1 method="wB97M-V/def2-TZVPD" gap_ev=6.359 mol_weight_g_mol=130.09 relative_energy_kcal_mol=40.9 charge=-1 e_lumo_ev=3.4895
C 1.6740 0.9636 0.2491 4.410 1.967 2.774 -0.500
N 1.2026 0.1462 -0.4674 -2.535 -2.903 -1.420 0.226
O -1.5414 -1.7646 0.6649 1.479 -0.261 0.123 -0.655
O -2.5332 -1.2413 -1.5113 0.362 -0.766 -3.159 -0.625
F 2.1187 0.8259 1.5542 -1.195 0.125 -0.734 0.044
F 2.3365 2.0856 -0.1473 -1.177 -0.522 -0.091 0.065
S -2.4047 -0.8797 -0.1349 -1.441 2.665 3.102 0.418
H -1.6478 0.5899 -0.1727 -0.207 -1.542 -0.084 -0.080
H 0.7953 -0.7258 -0.0347 0.304 1.235 -0.511 0.106


9
Properties=species:S:1:pos:R:3:forces:R:3:lowdin_charge:R:1 method="wB97M-V/def2-TZVPD" gap_ev=8.472 mol_weight_g_mol=130.09 relative_energy_kcal_mol=34.7 charge=-1 e_lumo_ev=4.0245
C 0.8502 1.6549 -0.0180 0.080 -1.088 0.295 -0.288
N -0.2538 -1.0101 0.5811 -0.351 -0.624 -0.036 -0.361
O -1.0308 -2.5029 -1.3681 -0.348 -0.196 0.763 -0.455
O -1.8434 -3.0022 0.9173 0.188 0.113 -0.813 -0.457
F 0.6568 2.1249 -1.2765 -0.047 0.199 -0.667 -0.018
F 0.4513 2.6428 0.8268 -0.157 0.476 0.481 -0.023
S -1.0254 -2.1289 0.0578 0.352 0.263 0.197 0.460
H 1.9290 1.5036 0.1257 -0.135 0.055 -0.030 0.113
H 0.2661 0.7179 0.1540 0.417 0.802 -0.188 0.030